C36H35Cl6EuN6O5S3 as an isolated structure at a distorted geometry, computed with the ωB97M-V functional and the def2-TZVPD basis.

The geometry in XYZ format:
```
92
Properties=species:S:1:pos:R:3:forces:R:3:lowdin_spin:R:1
Eu 15.42777 11.24675 13.32819 0.11 0.36 0.22 7.026
Cl 17.20531 14.32011 20.16832 0.01 0.21 0.61 0.000
C 16.53376 13.95038 18.65605 -0.13 -0.07 -0.81 0.000
C 17.20246 13.08918 17.80921 0.09 -0.36 -0.63 0.000
Cl 18.65727 12.35133 18.22849 1.12 -0.37 0.96 0.000
C 16.74628 12.81035 16.53809 0.08 0.15 0.38 0.000
Cl 17.60590 11.67400 15.51959 -0.11 0.18 0.10 -0.002
C 15.63230 13.43364 15.96851 0.12 -0.21 -0.07 0.000
O 15.40335 13.17850 14.73394 -1.30 0.41 -0.35 -0.010
C 14.89231 14.26437 16.86724 0.18 -0.18 -0.01 0.000
Cl 13.36436 14.91202 16.35433 0.35 -0.09 -0.16 0.000
C 15.35955 14.51635 18.16139 -0.43 0.15 0.04 0.000
Cl 14.46784 15.54101 19.22871 -0.06 -0.01 -0.19 0.000
C 13.45432 7.96423 16.85847 0.12 -0.63 -0.42 0.000
O 14.75978 7.60131 16.33654 0.14 -0.12 -0.17 0.000
C 15.33532 8.37592 15.41857 1.08 -1.91 0.81 0.000
O 14.91433 9.40586 15.01128 -1.53 2.37 -0.84 -0.006
N 16.52184 7.84523 14.98144 -1.07 0.06 0.51 0.000
N 17.24786 8.60052 14.06537 0.56 -0.19 -0.08 0.000
H 13.19323 7.11300 17.49119 -0.01 0.24 -0.11 0.000
H 12.71926 8.06144 16.04688 0.35 0.13 0.24 0.000
H 13.52963 8.85911 17.45152 -0.03 0.40 0.07 0.000
H 16.90152 7.12340 15.56482 0.53 -0.21 -0.08 0.000
H 17.60185 7.95927 13.36077 0.05 0.27 0.01 0.000
H 18.03969 9.06459 14.51536 -0.19 -0.17 -0.08 0.000
Cl 14.12061 13.95596 7.86884 -0.18 0.15 0.25 0.000
C 13.85950 14.08988 9.58597 0.32 -0.05 -0.10 0.000
C 13.13443 15.12571 10.14815 -0.31 0.46 -0.37 0.001
C 13.00247 15.20146 11.52231 0.40 -0.79 0.34 0.000
C 13.61139 14.21546 12.30079 -0.09 0.12 -0.70 0.001
N 14.28654 13.20620 11.73219 0.23 -0.15 0.94 -0.005
C 14.43697 13.14664 10.41874 -0.32 -0.03 -0.16 0.001
H 12.66951 15.88478 9.52480 0.11 -0.18 -0.04 0.000
H 12.43314 15.97649 12.00277 -0.06 0.24 -0.02 0.000
H 13.57134 14.23575 13.38110 0.04 -0.13 0.08 0.000
H 14.99348 12.29836 10.02920 -0.02 0.11 -0.09 0.000
S 12.36952 11.30308 14.47416 -0.09 0.00 0.12 -0.002
C 10.78616 11.32813 13.99890 0.44 -0.11 -0.38 0.000
N 9.74624 11.60047 14.79008 0.08 0.16 0.11 0.000
C 8.49393 11.89906 14.11099 -0.14 -0.25 -0.32 0.000
C 8.51364 10.97253 12.89190 -0.51 0.73 -0.39 0.000
S 10.25348 11.00463 12.35264 -0.26 -0.04 0.40 0.000
H 9.96163 11.90805 15.73047 -0.16 0.04 -0.12 0.000
H 8.44040 12.94386 13.80753 0.16 0.16 -0.03 0.000
H 7.63903 11.69687 14.74478 -0.06 -0.14 0.18 0.000
H 7.85846 11.32871 12.07190 0.41 -0.17 0.53 0.000
H 8.20450 9.97854 13.18820 0.13 -0.31 -0.10 0.000
N 13.28192 5.84208 8.37471 -0.02 -0.48 -0.54 0.000
C 12.54152 6.78978 9.00078 0.88 -0.57 -0.01 0.000
O 11.35772 6.84998 8.80847 -0.92 0.60 0.30 0.000
C 13.29662 7.72952 9.91891 -0.15 -0.16 -0.18 0.001
C 12.63395 8.87531 10.28864 -0.51 0.24 -0.22 0.000
C 13.30636 9.85305 10.97035 0.49 0.13 0.29 0.001
N 14.59078 9.73815 11.31770 0.15 -0.11 0.14 -0.006
C 15.23262 8.60174 11.02206 -1.10 0.16 0.07 0.001
C 14.60541 7.56817 10.35013 0.19 -0.21 -0.43 0.000
H 12.80091 5.32488 7.64500 0.10 0.13 0.34 0.000
H 14.27586 5.86493 8.30378 0.35 0.14 0.12 0.000
H 11.60455 9.02567 10.01509 -0.20 -0.09 -0.13 0.000
H 12.80586 10.76397 11.26248 0.03 0.16 0.01 0.000
H 16.23953 8.51442 11.36934 0.52 0.03 0.04 0.000
H 15.15873 6.67031 10.11776 0.08 -0.08 0.06 0.000
O 17.48747 11.50449 11.91803 -0.25 -0.35 0.06 -0.006
S 18.20457 12.50537 11.05367 0.29 0.25 0.05 0.000
C 19.66527 13.01302 12.05054 -0.34 0.72 0.07 0.000
C 20.61433 11.92644 12.35068 0.10 -0.35 -0.19 0.000
C 21.84672 11.84731 11.71693 0.20 -0.36 0.10 0.000
C 22.64376 10.73032 11.93442 -0.31 -0.02 0.08 0.000
C 22.25749 9.69256 12.77782 0.39 0.51 -0.25 0.000
C 21.05221 9.81835 13.43514 -0.29 -0.62 -0.07 0.000
C 20.22806 10.90382 13.20291 -0.02 -0.10 0.35 0.000
C 18.98987 11.55116 9.70320 -0.37 0.27 -0.02 0.000
C 17.92337 10.80203 8.94310 -0.10 -0.06 -0.25 0.000
C 16.93716 11.48639 8.24004 -0.28 -0.13 -0.28 0.000
C 15.98747 10.79418 7.47936 0.07 0.36 0.14 0.000
C 16.00904 9.41270 7.41816 0.50 0.23 0.53 0.000
C 16.96723 8.72706 8.15832 -0.02 -0.27 -0.22 0.000
C 17.92569 9.40730 8.89384 -0.35 0.41 0.03 0.000
H 19.23145 13.42808 12.98131 -0.05 -0.11 -0.56 0.000
H 20.14300 13.82360 11.49367 -0.11 0.03 0.03 0.000
H 22.20728 12.63424 11.05718 -0.19 -0.09 0.08 0.000
H 23.55760 10.66240 11.40315 0.85 -0.07 -0.32 0.000
H 22.91432 8.83773 12.92790 -0.23 0.16 -0.03 0.000
H 20.71948 9.00055 14.05953 -0.05 0.08 0.26 0.000
H 19.27550 10.97449 13.70474 -0.02 0.02 -0.04 0.000
H 19.72697 10.87652 10.10969 0.25 -0.18 0.26 0.000
H 19.48588 12.29076 9.06183 -0.05 -0.06 0.17 0.000
H 16.91662 12.57072 8.26235 -0.04 0.01 -0.03 0.000
H 15.21469 11.32799 6.93398 0.21 0.08 0.08 0.000
H 15.29677 8.89847 6.80545 -0.27 -0.29 -0.14 0.000
H 16.96541 7.64075 8.14874 0.13 0.10 -0.03 0.000
H 18.67066 8.87125 9.44761 0.30 -0.28 0.18 0.000
```
Positions in Å, forces in eV/Å.

⟨S²⟩ ... 15.76
Spin multiplicity ... 8
Orbital gap (alpha / beta) ... 6.8 / 7.1 eV
LUMO (alpha / beta) ... -2.37 / -2.37 eV
Total charge ... +1
Max |F| ... 2.9 eV/Å
Calculated total energy ... -6763.58240 hartree